C28H37BrCl2N2SbSeSn | wB97M-V/def2-TZVPD

Properties
Gap between HOMO and LUMO ... 6.2351 eV
E ... -7548.08869 Eh
E_HOMO ... -16.31 eV
ΔE to the lowest compared entry with this formula, charge and spin ... 21.7 kJ/mol

ORCA input file:
```
! wB97M-V def2-TZVPD RIJCOSX def2/J DEFGRID3
* xyz 3 1
Sn -1.25 -0.33 0.39
Br 2.49 1.98 6.43
C 1.45 1.04 5.21
C 0.62 1.73 4.33
C -0.14 1.04 3.41
C -0.09 -0.35 3.38
C 0.75 -1.05 4.25
C 1.51 -0.35 5.17
N -0.89 -1.06 2.43
C -1.40 -2.20 2.70
C -2.15 -2.91 1.67
C -2.80 -4.10 1.92
C -3.56 -4.68 0.91
C -3.65 -4.04 -0.31
C -2.97 -2.85 -0.51
N -2.22 -2.30 0.46
H 0.56 2.81 4.38
H -0.84 1.58 2.77
H 0.83 -2.13 4.21
H 2.16 -0.88 5.85
H -1.30 -2.65 3.68
H -2.73 -4.55 2.90
H -4.08 -5.61 1.09
H -4.24 -4.45 -1.12
H -3.02 -2.32 -1.45
Se -3.10 1.30 0.61
C -2.45 2.78 -0.42
C -3.08 3.08 -1.62
C -2.72 4.24 -2.30
C -1.73 5.07 -1.78
C -1.11 4.76 -0.58
C -1.47 3.62 0.11
H -3.87 2.44 -2.01
H -3.22 4.50 -3.22
H -1.46 5.98 -2.31
H -0.37 5.43 -0.17
H -1.03 3.40 1.08
C 2.37 2.37 0.69
C 2.78 0.94 0.43
C 3.19 0.17 1.68
Sb 1.34 -0.12 -0.78
C 1.24 0.81 -2.71
C 0.55 2.17 -2.70
C 2.68 0.87 -3.21
C 1.98 -2.16 -1.00
C 1.59 -3.00 0.21
C 1.46 -2.74 -2.32
H 3.20 2.89 1.18
H 1.51 2.42 1.37
H 2.14 2.93 -0.22
H 3.60 0.91 -0.30
H 2.38 0.13 2.41
H 4.02 0.70 2.14
H 3.53 -0.84 1.46
H 0.66 0.09 -3.30
H 1.12 2.91 -2.14
H -0.47 2.13 -2.31
H 0.49 2.53 -3.73
H 3.28 1.57 -2.64
H 2.68 1.22 -4.25
H 3.18 -0.11 -3.22
H 3.07 -2.04 -1.04
H 0.51 -3.16 0.23
H 1.91 -2.55 1.16
H 2.06 -3.98 0.13
H 0.37 -2.79 -2.33
H 1.83 -3.76 -2.43
H 1.80 -2.18 -3.19
Cl -1.96 -2.95 -4.06
C -1.87 -1.22 -4.30
Cl -2.13 -0.27 -2.78
H -2.66 -0.90 -4.97
H -0.89 -0.96 -4.68
*
```

Results of the Mulliken charge analysis, in e, for atoms 1 through 2:
1. Sn 0.29
2. Br -0.06